Below is 4 unconnected molecules or ions with the total composition C39H76BF2N2O18, with properties calculated with ωB97M-V with the def2-TZVPD basis set.

Last column: Löwdin charge in e.
Element x y z (Å)
C  0.99  3.01  9.67  -0.05
C  0.33  4.35  9.30  -0.25
O  -0.21  4.37  7.99  -0.16
C  0.67  4.81  6.97  -0.17
C  0.94  3.72  5.96  -0.17
O  -0.10  3.58  5.00  -0.09
C  -1.22  2.86  5.46  -0.13
C  -1.62  1.78  4.47  0.00
C  -2.37  2.14  3.35  0.04
C  -2.79  3.59  3.15  -0.41
O  -2.02  4.49  3.14  0.23
O  -4.13  3.77  2.94  0.04
C  -4.97  3.16  3.91  -0.21
O  -4.51  3.52  5.17  -0.13
C  -4.90  2.59  6.17  -0.07
C  -2.73  1.18  2.40  -0.04
C  -3.51  1.54  1.16  -0.15
O  -4.79  0.95  1.34  -0.11
N  -5.61  1.22  0.11  0.06
O  -5.75  0.25  -0.48  0.14
C  -2.39  -0.14  2.62  0.05
B  -2.80  -1.25  1.51  -0.64
O  -2.24  -1.14  0.27  0.21
O  -3.65  -2.27  1.74  0.03
C  -3.32  -3.54  1.14  -0.02
N  -1.71  -0.47  3.74  0.08
C  -1.46  -1.91  3.97  -0.07
C  -2.40  -2.51  5.03  -0.11
C  -3.85  -2.70  4.63  -0.18
F  -4.45  -1.45  4.52  -0.03
C  -1.29  0.45  4.65  -0.07
C  -0.48  0.01  5.83  -0.05
C  1.03  0.06  5.54  -0.35
C  1.89  0.12  6.80  -0.01
F  1.34  1.08  4.65  0.02
H  0.34  2.42  10.31  0.07
H  1.11  2.43  8.75  0.05
H  1.97  3.12  10.13  0.08
H  1.02  5.19  9.46  0.12
H  -0.51  4.52  9.97  0.12
H  1.62  5.15  7.38  0.13
H  0.21  5.67  6.48  0.14
H  1.85  3.92  5.41  0.14
H  1.09  2.78  6.50  0.09
H  -2.08  3.54  5.53  0.13
H  -1.06  2.48  6.46  0.12
H  -5.97  3.55  3.71  0.16
H  -5.00  2.07  3.79  0.13
H  -4.51  2.96  7.12  0.10
H  -4.49  1.60  5.96  0.09
H  -5.98  2.52  6.25  0.10
H  -3.59  2.62  1.03  0.13
H  -3.04  1.15  0.26  0.13
H  -1.64  -0.38  0.21  0.12
H  -3.86  -3.67  0.21  0.09
H  -2.25  -3.64  0.97  0.10
H  -3.62  -4.33  1.83  0.09
H  -1.49  -2.46  3.04  0.13
H  -0.44  -2.03  4.34  0.12
H  -1.98  -3.44  5.39  0.14
H  -2.44  -1.83  5.88  0.11
H  -4.36  -3.24  5.43  0.13
H  -3.98  -3.27  3.72  0.10
H  -0.75  0.59  6.71  0.13
H  -0.66  -1.02  6.08  0.10
H  1.27  -0.87  5.02  0.13
H  2.36  1.09  6.91  0.08
H  1.29  -0.13  7.67  0.09
H  2.69  -0.62  6.73  0.09
C  -6.96  -7.28  -5.06  -0.11
O  -6.18  -6.44  -4.25  -0.20
C  -4.96  -7.05  -3.85  -0.21
C  -3.96  -6.00  -3.42  -0.19
O  -3.31  -5.34  -4.49  -0.13
C  -4.06  -4.37  -5.21  -0.18
C  -4.24  -3.06  -4.48  -0.19
O  -5.24  -3.18  -3.48  -0.19
C  -5.09  -2.25  -2.43  -0.12
H  -7.25  -8.19  -4.52  0.09
H  -7.86  -6.73  -5.33  0.09
H  -6.43  -7.56  -5.97  0.09
H  -4.54  -7.63  -4.68  0.13
H  -5.16  -7.73  -3.01  0.13
H  -3.15  -6.52  -2.89  0.13
H  -4.42  -5.30  -2.72  0.12
H  -5.02  -4.77  -5.53  0.13
H  -3.47  -4.17  -6.10  0.13
H  -4.54  -2.28  -5.19  0.13
H  -3.28  -2.78  -4.02  0.11
H  -4.12  -2.38  -1.94  0.08
H  -5.88  -2.44  -1.71  0.09
H  -5.18  -1.22  -2.79  0.09
C  -0.54  -2.67  -2.74  -0.12
O  0.71  -2.22  -3.20  -0.19
C  1.56  -3.29  -3.61  -0.20
C  2.65  -2.79  -4.52  -0.18
O  2.24  -2.57  -5.86  -0.12
C  1.45  -1.42  -6.12  -0.18
C  2.23  -0.12  -6.13  -0.21
O  2.51  0.31  -4.81  -0.20
C  3.62  1.18  -4.75  -0.11
H  -0.42  -3.31  -1.86  0.09
H  -1.13  -1.79  -2.48  0.08
H  -1.07  -3.23  -3.52  0.08
H  0.97  -4.05  -4.13  0.13
H  2.01  -3.74  -2.72  0.13
H  3.40  -3.58  -4.59  0.13
H  3.13  -1.90  -4.10  0.12
H  0.60  -1.35  -5.44  0.12
H  1.06  -1.57  -7.13  0.13
H  1.63  0.65  -6.63  0.13
H  3.16  -0.26  -6.68  0.13
H  4.52  0.69  -5.14  0.09
H  3.79  1.44  -3.71  0.09
H  3.43  2.10  -5.32  0.09
C  8.93  1.99  -8.46  -0.11
O  8.73  2.96  -7.45  -0.20
C  7.42  3.49  -7.47  -0.21
C  7.08  4.13  -6.14  -0.18
O  6.74  3.22  -5.12  -0.14
C  7.79  2.45  -4.54  -0.19
C  8.68  3.23  -3.60  -0.21
O  9.59  4.04  -4.32  -0.20
C  10.08  5.12  -3.56  -0.11
H  8.80  2.42  -9.46  0.09
H  9.95  1.62  -8.36  0.09
H  8.24  1.15  -8.34  0.09
H  6.69  2.69  -7.68  0.13
H  7.35  4.24  -8.26  0.13
H  6.19  4.74  -6.29  0.13
H  7.89  4.80  -5.83  0.12
H  8.38  1.95  -5.31  0.12
H  7.28  1.68  -3.95  0.12
H  9.24  2.52  -2.98  0.13
H  8.06  3.85  -2.95  0.13
H  9.26  5.77  -3.23  0.09
H  10.75  5.69  -4.19  0.09
H  10.63  4.77  -2.68  0.09

For the molar mass, the calculation gives 909.8 g/mol. The total energy is -87608.549 eV. The value obtained for the orbital gap is 6.38 eV. Its net charge is +1. Its max |F| is 0.93 eV/A.

***

Below is a molecular structure, C28H38N4PdS3, with properties calculated with ωB97M-V with the def2-TZVPD basis set.

Last column: Löwdin charge in e.
Element x y z (Å)
Pd  0.11  0.09  -0.23  0.95
C  0.18  2.73  2.60  -0.19
C  -0.42  1.63  3.48  -0.14
C  -0.76  0.29  2.80  -0.19
N  0.31  -0.06  1.86  0.00
C  1.47  -0.42  2.29  -0.20
C  1.70  -0.90  3.64  0.05
C  2.77  -0.71  4.44  -0.01
C  3.92  0.09  4.17  0.04
C  4.34  0.65  2.98  -0.02
C  3.78  0.45  1.73  0.09
C  2.60  -0.26  1.34  -0.22
N  2.60  -0.52  0.07  0.14
C  1.87  -1.57  -0.58  -0.24
C  2.02  -1.50  -2.11  -0.13
C  0.82  -0.85  -2.82  -0.20
N  0.33  0.34  -2.15  -0.10
C  0.59  1.62  -2.51  -0.20
C  1.33  1.96  -3.64  0.01
C  1.49  3.18  -4.28  -0.04
C  0.93  4.40  -3.99  -0.05
C  0.11  4.70  -2.91  -0.03
C  -0.30  3.91  -1.85  0.01
C  -0.01  2.56  -1.57  -0.20
N  -0.35  2.01  -0.39  -0.08
C  -1.34  2.59  0.50  -0.22
C  -0.78  3.44  1.64  -0.16
H  0.57  3.49  3.28  0.12
H  1.04  2.36  2.05  0.10
H  0.29  1.42  4.29  0.11
H  -1.33  1.98  3.96  0.13
H  -0.88  -0.49  3.56  0.12
H  -1.68  0.35  2.24  0.06
H  0.88  -1.49  4.05  0.14
H  2.73  -1.16  5.43  0.13
H  4.56  0.27  5.03  0.14
H  5.26  1.22  3.01  0.13
H  4.33  0.83  0.88  0.14
H  2.26  -2.52  -0.19  0.16
H  0.78  -1.69  -0.25  0.06
H  2.93  -0.94  -2.31  0.12
H  2.15  -2.50  -2.51  0.12
H  1.08  -0.64  -3.86  0.12
H  0.00  -1.56  -2.86  0.09
H  1.84  1.13  -4.12  0.11
H  2.13  3.15  -5.15  0.12
H  1.16  5.22  -4.66  0.12
H  -0.26  5.72  -2.87  0.12
H  -0.89  4.42  -1.11  0.10
H  -2.05  3.19  -0.08  0.12
H  -1.94  1.77  0.90  0.07
H  -0.25  4.30  1.21  0.12
H  -1.62  3.84  2.20  0.13
C  -3.23  -2.22  -2.53  -0.51
C  -3.66  -1.26  -1.43  -0.48
S  -2.53  -0.96  -0.03  0.87
C  -2.97  -2.16  1.26  -0.49
C  -2.56  -3.61  1.09  -0.53
S  -0.83  -3.93  0.68  0.86
C  -0.77  -3.77  -1.13  -0.57
C  -1.73  -4.59  -1.98  -0.50
S  -3.44  -3.98  -2.12  0.91
H  -2.21  -2.03  -2.85  0.06
H  -3.87  -2.03  -3.39  0.08
H  -4.61  -1.57  -0.99  0.09
H  -3.82  -0.27  -1.86  0.08
H  -4.04  -2.08  1.42  0.10
H  -2.49  -1.75  2.15  0.05
H  -3.19  -4.12  0.37  0.02
H  -2.72  -4.11  2.05  0.08
H  0.25  -4.11  -1.36  0.07
H  -0.84  -2.72  -1.40  -0.01
H  -1.83  -5.60  -1.60  0.08
H  -1.31  -4.66  -2.99  0.08

For the molar mass, the calculation gives 633.3 g/mol. The total energy is -71580.026 eV. The value obtained for the orbital gap (spin up / spin down) is 3.81 / 3.81 eV. The calculation puts the relative energy (zero: lowest compared OMol25 entry of this formula, charge and spin) at 0.000 eV. Its net charge is +2. Its max |F| is 0.52 eV/A.

***

Below is a single C3H9N2PS molecule, with properties calculated with ωB97M-V with the def2-TZVPD basis set.

Last column: Löwdin charge in e.
Element x y z (Å)
C  -0.85  1.08  -1.34  -0.09
C  1.24  0.17  1.57  -0.19
C  -1.29  0.39  -0.04  -0.32
N  -0.73  -0.91  0.19  0.00
N  0.90  -0.75  0.53  -0.49
P  1.96  -1.82  -0.13  0.41
S  1.04  -2.91  -1.45  0.07
H  -1.18  0.50  -2.20  0.07
H  -1.27  2.08  -1.39  0.07
H  0.24  1.16  -1.38  0.06
H  0.52  0.12  2.38  0.09
H  2.23  -0.10  1.94  0.06
H  1.29  1.20  1.18  0.08
H  -1.04  1.02  0.82  0.09
H  -2.37  0.25  -0.04  0.12
H  -0.69  -1.48  -0.66  -0.03

Its SMILES is CCNN(C)P=S. For the molar mass, the calculation gives 136.2 g/mol. The total energy is -26360.174 eV. The value obtained for the orbital gap is 8.70 eV. The calculation puts the relative energy (zero: lowest compared OMol25 entry of this formula, charge and spin) at 1.741 eV. Its max |F| is 4.04 eV/A.

***

Below is a molecular structure, C4H9NP2, with properties calculated with ωB97M-V with the def2-TZVPD basis set.

Last column: Löwdin charge in e.
Element x y z (Å)
C  0.71  -0.18  1.63  -0.03
C  0.25  0.17  0.43  -0.09
C  2.09  0.29  1.07  -0.19
C  1.41  0.82  -0.19  -0.20
N  -1.86  0.19  -0.93  -0.68
P  -2.99  -0.51  0.19  0.59
P  -1.30  -0.94  -2.16  0.59
H  0.30  -0.37  2.60  0.09
H  2.76  0.95  1.62  0.10
H  2.74  -0.60  0.75  0.13
H  1.89  0.38  -1.00  0.07
H  1.31  1.91  -0.31  0.13
H  -2.50  0.18  1.32  -0.13
H  -2.52  -1.77  0.66  -0.14
H  -2.15  -0.44  -3.17  -0.13
H  -0.14  -0.08  -2.50  -0.11

For the molar mass, the calculation gives 133.1 g/mol. The total energy is -24354.763 eV. The value obtained for the orbital gap (spin up / spin down) is 8.44 / 7.29 eV. The calculation puts the relative energy (zero: lowest compared OMol25 entry of this formula, charge and spin) at 3.899 eV. Its max |F| is 2.37 eV/A.

***

Below is a gas-phase ion, C3H3O3 (charge +1), with properties calculated with ωB97M-V with the def2-TZVPD basis set.

Last column: Löwdin charge in e.
Element x y z (Å)
C  -0.06  -1.11  -0.03  0.00
C  -1.37  0.57  0.13  -0.07
C  0.86  -0.14  0.03  -0.08
O  -0.23  1.20  0.05  0.18
O  -1.31  -0.67  -0.06  0.18
O  2.08  0.18  0.00  0.24
H  0.08  -2.21  -0.11  0.19
H  -2.27  1.05  0.08  0.17
H  2.22  1.14  -0.10  0.19

For the molar mass, the calculation gives 87.1 g/mol. The total energy is -9291.828 eV. The value obtained for the orbital gap is 10.25 eV. The calculation puts the relative energy (zero: lowest compared OMol25 entry of this formula, charge and spin) at 1.094 eV. Its net charge is +1. Its max |F| is 4.73 eV/A.

***

Below is 2 unconnected molecules or ions with the total composition C5H14N2O, with properties calculated with ωB97M-V with the def2-TZVPD basis set.

Last column: Löwdin charge in e.
Element x y z (Å)
C  -0.35  -0.77  -0.32  -0.23
C  0.84  -1.37  0.50  -0.20
C  1.21  -0.62  1.75  -0.21
C  0.55  -0.74  2.88  0.00
N  -0.01  0.24  -1.31  -0.09
C  -0.19  1.63  -0.94  -0.31
N  0.66  2.17  0.11  0.02
H  -1.12  -0.41  0.36  0.12
H  -0.81  -1.64  -0.81  0.10
H  0.55  -2.41  0.71  0.11
H  1.68  -1.51  -0.19  0.11
H  2.06  0.05  1.63  0.09
H  0.83  -0.18  3.77  0.05
H  -0.37  -1.30  3.01  0.07
H  0.88  0.06  -1.74  0.11
H  -1.23  1.79  -0.68  0.11
H  0.06  2.21  -1.82  0.11
H  1.64  2.02  -0.11  0.07
H  0.45  1.76  1.01  0.04
H  -1.66  -0.48  -2.48  0.00
H  -3.09  0.06  -2.41  0.02
O  -2.54  -0.54  -2.91  -0.08

Its SMILES is C=CCCNCN.O. For the molar mass, the calculation gives 118.2 g/mol. The total energy is -10438.803 eV. The value obtained for the orbital gap is 9.75 eV. The calculation puts the relative energy (zero: lowest compared OMol25 entry of this formula, charge and spin) at 2.225 eV. Its max |F| is 0.99 eV/A.